ORCA calculation (the ωB97M-V functional and the def2-TZVPD basis) on 2 unconnected molecules or ions with the total composition H5ISi2.

Output
F_max in hartree/bohr: 0.041
HOMO level in eV: -8.78
Energy above the lowest of the compared OMol25 structures with the same formula, charge and spin in kcal per mole: 52.8
Frontier orbital gap in eV: 7.4

Each line ends with the Löwdin charge.
CARTESIAN COORDINATES (ANGSTROEM)
Si 1.564 0.776 0.174  0.53
Si -1.862 -1.416 0.009  0.24
I -3.549 0.519 -0.182  0.07
H 2.636 0.992 -0.680  -0.19
H 1.485 2.036 1.108  -0.09
H 1.915 -0.606 0.709  -0.11
H -2.646 -2.625 -0.417  -0.27
H 0.457 0.323 -0.721  -0.18



ORCA calculation (the ωB97M-V functional and the def2-TZVPD basis) on a molecular structure, C30H36N3O4Sn.

Output
F_max in hartree/bohr: 0.043
HOMO level in eV: -11.45
Charge: +1
Frontier orbital gap in eV: 6.2

Each line ends with the Löwdin charge.
CARTESIAN COORDINATES (ANGSTROEM)
C 1.938 0.055 1.553  -0.15
C 2.366 -0.521 0.304  -0.14
C 2.213 0.481 -0.711  -0.15
H 2.763 -1.552 0.182  0.14
C 1.657 1.676 -0.114  -0.15
C 1.513 1.415 1.297  -0.16
H 1.439 2.649 -0.601  0.13
C -1.202 -1.542 1.496  -0.14
C -0.108 -2.244 0.874  -0.13
C -0.396 -2.315 -0.529  -0.08
H 0.773 -2.663 1.395  0.14
C -1.647 -1.628 -0.759  -0.28
C -2.116 -1.066 0.490  -0.11
H 2.552 0.391 -1.755  0.12
H 1.131 2.158 2.015  0.13
H 1.863 -0.495 2.510  0.11
H -3.053 -0.493 0.650  0.15
H 0.210 -2.815 -1.308  0.14
H -1.274 -1.328 2.560  0.10
Sn -0.104 0.104 0.132  1.54
C -2.401 -1.496 -2.071  -0.50
C -3.794 -2.130 -1.889  -0.02
C -1.637 -2.197 -3.214  -0.02
H -3.687 -3.120 -1.428  0.11
H -4.275 -2.238 -2.869  0.10
H -4.424 -1.498 -1.246  0.09
H -1.705 -3.285 -3.066  0.11
H -0.578 -1.893 -3.242  0.09
H -2.118 -1.934 -4.167  0.10
C -2.591 0.021 -2.391  -0.03
C -1.300 0.715 -2.761  -0.37
H -3.057 0.548 -1.531  0.15
H -3.285 0.108 -3.244  0.14
O -0.251 0.668 -2.036  -0.06
N -1.238 1.471 -3.854  0.11
C -0.229 2.541 -4.051  -0.08
H -1.828 1.199 -4.632  0.16
C 1.156 2.003 -4.360  -0.23
C 2.302 2.655 -3.878  -0.05
H 2.187 3.546 -3.248  0.12
C 3.573 2.153 -4.197  -0.07
H 4.463 2.664 -3.814  0.11
C 3.699 1.016 -5.011  -0.07
H 4.694 0.629 -5.268  0.11
C 2.546 0.381 -5.508  -0.07
H 2.625 -0.503 -6.146  0.11
C 1.275 0.881 -5.192  -0.05
H 0.366 0.399 -5.582  0.11
H -0.198 3.204 -3.170  0.14
H -0.605 3.113 -4.913  0.14
C -3.238 1.919 5.860  -0.07
C -2.992 1.769 4.375  -0.16
C -1.872 2.694 3.821  -0.28
C -2.175 4.181 3.822  -0.20
C -3.449 4.644 3.175  -0.08
C -0.662 2.544 4.778  -0.39
O -0.300 3.358 5.607  0.12
N -0.039 1.331 4.634  0.22
C -0.188 0.408 3.626  -0.51
O 0.252 -0.755 3.709  0.01
N -0.806 0.949 2.494  0.04
C -1.464 2.142 2.430  -0.42
O -1.718 2.663 1.321  0.03
H -2.361 1.628 6.454  0.09
H -4.052 1.254 6.151  0.08
H -3.511 2.940 6.140  0.09
H -2.705 0.724 4.176  0.12
H -3.897 1.958 3.789  0.12
H -2.202 4.471 4.873  0.11
H -1.313 4.735 3.417  0.14
H -4.311 4.166 3.646  0.07
H -3.536 5.726 3.318  0.08
H -3.430 4.426 2.106  0.07
H 0.504 0.971 5.381  0.16



ORCA calculation (the ωB97M-V functional and the def2-TZVPD basis) on a single C8H6BrN molecule.

Output
F_max in hartree/bohr: 0.169
HOMO level in eV: -8.97
SMILES: BrC=C=Nc1ccccc1
Energy above the lowest of the compared OMol25 structures with the same formula, charge and spin in kcal per mole: 48.4
Frontier orbital gap in eV: 9.1

Each line ends with the Löwdin charge.
CARTESIAN COORDINATES (ANGSTROEM)
C 1.928 -0.954 0.182  -0.07
C 1.956 0.470 -0.138  -0.04
C 0.702 -1.516 0.553  -0.09
C 0.769 1.182 -0.594  0.00
C -0.422 -0.805 0.217  -0.05
C -3.778 0.358 0.524  -0.56
C -0.445 0.471 -0.401  -0.20
C -2.673 0.787 -0.183  -0.32
N -1.684 1.276 -0.501  0.17
Br -5.529 0.174 -0.324  0.56
H 2.853 -1.454 0.487  0.10
H 2.978 0.840 -0.154  0.09
H 0.552 -2.509 0.926  0.10
H 0.818 2.103 -1.123  0.09
H -3.610 1.401 1.098  0.11
H -1.461 -1.168 0.186  0.11



ORCA calculation (the ωB97M-V functional and the def2-TZVPD basis) on a molecular structure, C6H14N4.

Output
F_max in hartree/bohr: 0.080
HOMO level in eV: -6.77
Energy above the lowest of the compared OMol25 structures with the same formula, charge and spin in kcal per mole: 107.6
Frontier orbital gap in eV: 7.4

Each line ends with the Löwdin charge.
CARTESIAN COORDINATES (ANGSTROEM)
C 0.338 -0.870 -1.579  -0.05
C 0.204 -2.404 0.330  -0.03
N 0.326 -0.978 -0.093  -0.28
C -1.089 0.122 0.483  -0.21
C -2.368 -0.166 0.139  -0.09
H -0.847 0.114 1.542  0.08
H -0.640 -1.196 -1.931  0.09
H 1.136 -1.487 -1.988  0.09
H 0.502 0.153 -1.917  0.07
H -0.537 -2.928 -0.269  0.09
H -0.126 -2.436 1.369  0.09
H 1.165 -2.910 0.236  0.09
H -2.716 -0.097 -0.883  0.03
H -3.120 -0.237 0.914  0.03
C -0.394 1.768 -0.052  -0.41
N 0.194 2.548 0.921  0.08
C 1.456 -0.341 0.569  -0.28
N -0.669 2.222 -1.219  0.07
N 2.448 0.163 -0.035  0.15
H 0.367 3.520 0.692  0.10
H 0.376 2.043 1.786  0.08
H -0.485 3.228 -1.303  0.03
H 3.161 0.460 0.633  0.06
H 1.317 -0.292 1.652  0.13



ORCA calculation (the ωB97M-V functional and the def2-TZVPD basis) on a single C4H6OS molecule.

Output
F_max in hartree/bohr: 0.069
HOMO level in eV: -8.27
SMILES: C1O[C@H]2C[C@@H]2S1
Energy above the lowest of the compared OMol25 structures with the same formula, charge and spin in kcal per mole: 127.6
Frontier orbital gap in eV: 9.2

Each line ends with the Löwdin charge.
CARTESIAN COORDINATES (ANGSTROEM)
C -0.380 -1.487 0.942  -0.38
C 0.630 -0.011 -0.571  -0.29
C 0.522 1.480 -0.988  -0.07
C -0.603 1.004 -0.001  -0.55
H -1.161 -2.195 0.970  0.07
H 0.379 -2.037 1.500  0.08
H 1.465 0.012 0.213  0.13
H -0.034 1.755 -1.955  0.13
H 1.433 2.019 -0.625  0.12
H -1.458 0.386 -0.641  0.15
O -0.112 -1.220 -0.433  -0.22
S -0.681 0.293 1.587  0.83



ORCA calculation (the ωB97M-V functional and the def2-TZVPD basis) on a gas-phase ion, C3H10NO (charge +1).

Output
F_max in hartree/bohr: 0.050
HOMO level in eV: -15.36
SMILES: C[NH2+]CCO
Energy above the lowest of the compared OMol25 structures with the same formula, charge and spin in kcal per mole: 14.0
Charge: +1
Frontier orbital gap in eV: 12.1

Each line ends with the Löwdin charge.
CARTESIAN COORDINATES (ANGSTROEM)
O 0.587 -0.753 1.701  -0.06
C 0.958 0.544 1.273  -0.23
C 0.547 0.714 -0.157  -0.07
N -0.831 0.025 -0.346  0.01
C -0.965 -0.792 -1.533  -0.02
H 1.051 -0.936 2.537  0.13
H 2.041 0.661 1.328  0.14
H 0.474 1.307 1.891  0.13
H 0.406 1.770 -0.373  0.14
H 1.221 0.256 -0.870  0.13
H -1.017 -0.367 0.587  0.16
H -1.536 0.768 -0.402  0.18
H -0.126 -1.474 -1.685  0.11
H -1.800 -1.494 -1.490  0.11
H -1.010 -0.226 -2.461  0.12